{
  "formula": "C4H7NO2",
  "method": "wB97M-V/def2-TZVPD",
  "relative_energy_ev": 0.334,
  "charge": 0,
  "smiles": "CC(=O)N(C)C=O",
  "elements": ["O", "O", "N", "C", "C", "C", "C", "H", "H", "H", "H", "H", "H", "H"],
  "positions_angstrom": [[0.228, 1.881, 1.104], [0.603, -1.244, -1.502], [-0.449, -0.110, 0.136], [-1.596, -0.983, -0.091], [-0.571, 0.980, 0.982], [0.692, -0.392, -0.644], [1.970, 0.339, -0.330], [-2.012, -0.825, -1.089], [2.137, 0.384, 0.748], [1.911, 1.372, -0.682], [-1.296, -2.028, -0.001], [-1.510, 0.939, 1.567], [2.783, -0.193, -0.827], [-2.358, -0.758, 0.654]],
  "nbo_charge": [-0.57, -0.57, -0.49, -0.41, 0.55, 0.70, -0.71, 0.21, 0.24, 0.26, 0.22, 0.12, 0.24, 0.20]
}

***

{
  "formula": "C43H73Si",
  "method": "wB97M-V/def2-TZVPD",
  "charge": 1,
  "elements": ["Si", "C", "C", "C", "C", "C", "C", "C", "C", "C", "C", "C", "C", "C", "C", "C", "C", "C", "C", "C", "C", "C", "C", "C", "C", "C", "C", "C", "C", "C", "C", "C", "C", "C", "C", "C", "C", "C", "C", "C", "C", "C", "C", "C", "H", "H", "H", "H", "H", "H", "H", "H", "H", "H", "H", "H", "H", "H", "H", "H", "H", "H", "H", "H", "H", "H", "H", "H", "H", "H", "H", "H", "H", "H", "H", "H", "H", "H", "H", "H", "H", "H", "H", "H", "H", "H", "H", "H", "H", "H", "H", "H", "H", "H", "H", "H", "H", "H", "H", "H", "H", "H", "H", "H", "H", "H", "H", "H", "H", "H", "H", "H", "H", "H", "H", "H", "H"],
  "positions_angstrom": [[2.236, -0.824, 1.587], [-6.261, 1.177, 1.411], [2.854, 0.546, 0.481], [3.932, -1.549, 5.534], [5.004, 1.913, 0.702], [-1.135, -1.506, -4.317], [8.588, 3.494, 0.535], [3.540, -0.305, 6.340], [-1.404, 2.160, -3.484], [-4.629, 2.684, -0.486], [-10.036, 0.848, -1.878], [2.860, -2.498, 0.942], [4.391, 0.605, 0.199], [6.499, 2.084, 0.384], [2.726, -4.187, -1.016], [-7.892, 2.021, -2.439], [0.302, -0.730, 1.528], [-8.650, 1.295, -1.524], [-2.467, 0.084, -2.369], [-1.995, -2.092, -3.387], [-5.979, 3.323, -3.226], [1.742, 0.991, 7.481], [-1.732, 0.592, 0.457], [4.217, -4.186, -1.374], [-1.000, -0.121, -4.315], [-6.014, 2.175, -0.903], [-3.031, 0.796, -1.225], [-2.676, -1.325, -2.451], [-6.787, 1.457, 0.028], [-3.458, 2.234, -1.393], [3.142, -1.749, 4.226], [2.062, -0.283, 6.728], [-0.382, -2.360, -5.295], [-3.651, -2.025, -1.543], [3.050, -0.525, 3.305], [-1.635, 0.689, -3.363], [-4.638, 4.208, -0.270], [4.084, -5.713, -3.416], [-0.404, 0.454, 0.898], [-6.610, 2.486, -2.147], [4.715, -5.464, -2.050], [2.250, -2.856, -0.420], [7.092, 3.400, 0.862], [-8.070, 1.022, -0.288], [-8.332, 2.283, -3.405], [-1.074, 2.648, -2.555], [0.201, -1.732, -5.966], [-5.550, 2.701, -4.027], [2.472, -2.051, -1.139], [9.147, 2.695, 1.038], [4.254, -4.859, -4.076], [2.311, 1.030, 8.412], [2.514, -5.009, -0.316], [-10.482, 0.276, -1.062], [6.636, 2.005, -0.706], [-5.354, 0.552, 1.398], [-4.627, -1.517, -1.541], [-10.049, 0.219, -2.779], [0.680, 1.030, 7.717], [-10.694, 1.702, -2.086], [2.131, -4.379, -1.921], [3.008, -5.875, -3.332], [-6.031, 2.103, 1.958], [4.804, -4.008, -0.464], [3.614, -2.581, 3.682], [-0.122, -1.681, 1.155], [-2.598, 2.875, -1.140], [2.000, 1.870, 6.885], [-2.185, 1.588, 0.646], [-2.311, 2.669, -3.852], [-5.364, 4.467, 0.509], [2.490, 0.294, 3.793], [0.141, -0.734, 2.626], [0.317, -3.024, -4.777], [-4.413, 2.291, 0.517], [-3.304, -2.131, -0.503], [-6.764, 3.927, -3.705], [7.061, 1.257, 0.843], [4.450, 2.752, 0.248], [2.620, -3.270, 1.691], [1.153, -2.893, -0.328], [4.533, 0.513, -0.893], [3.787, 0.601, 5.768], [5.803, -5.359, -2.158], [-5.206, 4.012, -2.878], [-2.350, -0.322, 0.506], [-3.657, 4.571, 0.045], [-0.415, 0.354, -5.103], [0.211, 1.363, 0.910], [6.565, 4.244, 0.400], [1.435, -0.380, 5.832], [6.967, 3.499, 1.948], [4.063, -0.124, 3.120], [2.121, -2.080, 4.478], [4.910, -0.260, 0.653], [3.767, -2.435, 6.163], [4.527, -6.595, -3.879], [8.772, 3.412, -0.544], [4.400, -3.339, -2.050], [-7.015, 0.633, 1.992], [4.546, -6.323, -1.387], [2.309, 0.439, -0.473], [8.993, 4.454, 0.874], [-1.062, -2.993, -5.875], [-0.642, 2.350, -4.255], [4.852, 1.987, 1.794], [-3.737, 2.475, -2.424], [4.143, -0.275, 7.259], [1.851, -1.164, 7.351], [-3.854, 0.248, -0.738], [3.960, -2.453, 0.874], [-2.193, -3.167, -3.422], [2.509, 1.486, 0.944], [-8.648, 0.484, 0.465], [5.008, -1.499, 5.332], [-3.835, -3.033, -1.940], [-4.916, 4.745, -1.174]],
  "lowdin_charge": [0.66, -0.05, -0.27, -0.21, -0.24, -0.23, -0.12, -0.24, -0.03, -0.31, -0.05, -0.25, -0.25, -0.24, -0.22, -0.01, -0.20, -0.26, -0.12, 0.01, -0.05, -0.12, 0.01, -0.23, 0.01, -0.11, 0.00, -0.19, -0.22, -0.15, -0.27, -0.28, -0.03, -0.03, -0.24, -0.16, -0.03, -0.12, -0.07, -0.20, -0.27, -0.27, -0.28, -0.01, 0.13, 0.09, 0.08, 0.09, 0.11, 0.07, 0.07, 0.08, 0.12, 0.08, 0.12, 0.08, 0.09, 0.09, 0.07, 0.09, 0.10, 0.06, 0.09, 0.10, 0.10, 0.08, 0.12, 0.07, 0.11, 0.10, 0.10, 0.08, 0.10, 0.09, 0.10, 0.09, 0.09, 0.12, 0.12, 0.08, 0.09, 0.11, 0.11, 0.11, 0.06, 0.08, 0.08, 0.12, 0.10, 0.11, 0.09, 0.11, 0.09, 0.10, 0.10, 0.11, 0.07, 0.07, 0.12, 0.08, 0.11, 0.07, 0.07, 0.10, 0.09, 0.11, 0.10, 0.12, 0.12, 0.11, 0.08, 0.13, 0.07, 0.12, 0.11, 0.09, 0.07]
}

***

{
  "formula": "C19H21ClN2O3",
  "method": "wB97M-V/def2-TZVPD",
  "relative_energy_ev": 16.608,
  "charge": 0,
  "smiles": "CC[C@@H]1CN(C(=O)NCc2cccc(OC)c2)c2cc(Cl)ccc2O1",
  "elements": ["Cl", "O", "O", "O", "N", "N", "C", "C", "C", "C", "C", "C", "C", "C", "C", "C", "C", "C", "C", "C", "C", "C", "C", "C", "C", "H", "H", "H", "H", "H", "H", "H", "H", "H", "H", "H", "H", "H", "H", "H", "H", "H", "H", "H", "H", "H"],
  "positions_angstrom": [[1.800, 2.872, 0.791], [3.831, -0.357, -2.001], [-1.390, -2.779, -1.086], [-3.829, 1.281, -0.343], [-0.495, -1.672, 0.694], [-1.830, -0.667, -0.696], [-2.999, -0.817, -1.626], [-0.896, 3.297, 0.350], [-4.059, -0.051, -0.621], [2.361, -1.715, -0.372], [3.912, -0.728, 1.758], [-1.263, -1.896, -0.188], [-1.530, 0.666, -0.188], [-4.147, -0.675, 0.704], [2.766, -1.739, 1.821], [-2.142, 2.977, 0.276], [3.404, -0.826, -0.516], [-0.095, 1.066, -0.046], [4.249, -0.440, 0.318], [1.849, -1.837, 0.753], [0.161, 2.509, 0.233], [-2.507, 1.510, -0.152], [-4.743, -2.196, 0.626], [4.815, 0.390, -2.103], [0.576, -2.434, 1.078], [-0.312, -0.845, 1.230], [4.768, 1.428, -1.664], [5.089, 0.216, 0.487], [4.787, 0.487, -3.389], [-5.204, 0.084, -0.900], [-0.607, 4.335, 0.612], [-4.133, -2.752, 0.008], [5.661, -0.054, -1.777], [-3.461, -0.812, 1.313], [-4.888, -2.641, 1.502], [0.554, -3.185, 2.083], [-3.054, 0.062, -2.308], [-5.081, -0.343, 1.348], [0.662, 0.462, -0.296], [-3.154, -1.758, -1.551], [4.504, -0.355, 2.318], [1.688, -1.889, -1.196], [0.544, -3.305, 0.333], [-2.940, 3.840, 0.420], [2.544, -1.822, 2.926], [-5.528, -2.282, -0.097]],
  "nbo_charge": [-0.01, -0.53, -0.68, -0.47, -0.60, -0.48, -0.23, -0.30, 0.07, -0.24, -0.07, 0.79, 0.08, -0.40, -0.21, -0.17, 0.30, -0.23, -0.32, -0.07, -0.01, 0.26, -0.61, -0.18, -0.26, 0.43, 0.14, 0.25, 0.17, 0.20, 0.23, 0.20, 0.14, 0.18, 0.20, 0.22, 0.24, 0.21, 0.21, 0.25, 0.15, 0.24, 0.25, 0.24, 0.21, 0.20]
}

***

{
  "formula": "C5H11P",
  "method": "wB97M-V/def2-TZVPD",
  "relative_energy_ev": 1.782,
  "charge": 0,
  "smiles": "C=P[C@@H](C)CC",
  "elements": ["P", "C", "C", "C", "C", "C", "H", "H", "H", "H", "H", "H", "H", "H", "H", "H", "H"],
  "positions_angstrom": [[2.433, -0.380, 0.222], [2.796, 1.284, 0.054], [0.495, -0.468, -0.254], [-0.010, -1.880, 0.083], [-1.778, 0.716, 0.310], [-0.248, 0.531, 0.580], [-2.310, 1.756, 0.493], [-1.938, 0.622, -0.881], [-1.092, -1.891, -0.263], [0.464, -2.822, -0.159], [1.957, 1.885, -0.231], [3.769, 1.665, 0.464], [-2.346, -0.064, 0.811], [-0.041, -1.981, 1.231], [0.188, -0.318, -1.202], [-0.141, 0.408, 1.588], [0.230, 1.575, 0.399]],
  "nbo_charge": [0.63, -0.82, -0.46, -0.63, -0.62, -0.40, 0.23, 0.19, 0.21, 0.23, 0.21, 0.23, 0.21, 0.20, 0.21, 0.20, 0.19]
}

***

{
  "formula": "C5H8O2",
  "method": "wB97M-V/def2-TZVPD",
  "relative_energy_ev": 6.564,
  "charge": 0,
  "elements": ["O", "O", "C", "C", "C", "C", "C", "H", "H", "H", "H", "H", "H", "H", "H"],
  "positions_angstrom": [[0.788, -1.196, -1.037], [0.512, 0.588, 0.543], [1.546, -1.308, 1.392], [-0.068, 1.285, -0.544], [-1.472, 0.816, -0.817], [-2.403, 0.567, 0.064], [0.966, -0.696, 0.183], [1.852, -2.574, 0.861], [-2.301, 0.786, 0.907], [-1.315, 0.819, -1.818], [-0.111, 2.620, -0.173], [-3.437, 0.312, -0.049], [2.228, -0.586, 1.593], [0.534, -1.513, 2.191], [0.734, 1.023, -1.231]],
  "nbo_charge": [-0.62, -0.54, -0.69, -0.08, -0.21, -0.34, 0.76, 0.25, 0.15, 0.21, 0.18, 0.20, 0.23, 0.27, 0.22]
}

***

{
  "formula": "C2H7BO2S",
  "method": "wB97M-V/def2-TZVPD",
  "relative_energy_ev": 3.738,
  "charge": 0,
  "elements": ["S", "O", "O", "C", "C", "B", "H", "H", "H", "H", "H", "H", "H"],
  "positions_angstrom": [[1.450, 0.802, -0.806], [0.391, -1.279, 1.463], [-1.283, 0.321, -0.169], [1.672, -1.714, 1.198], [-2.200, 1.187, -0.892], [-0.044, 0.101, -0.092], [-2.488, 0.677, -1.699], [1.945, -2.745, 1.425], [-1.582, 2.029, -1.243], [-2.897, 1.286, -0.014], [0.830, 2.036, -1.156], [2.235, -1.084, 1.889], [1.971, -1.617, 0.097]],
  "nbo_charge": [-0.24, -0.75, -0.73, -0.24, -0.22, 0.97, 0.19, 0.16, 0.18, 0.23, 0.16, 0.16, 0.12]
}

***

{
  "formula": "C13H19N",
  "method": "wB97M-V/def2-TZVPD",
  "relative_energy_ev": 1.095,
  "charge": 0,
  "smiles": "CC(C)(C)n1cc2c(c1)[C@H]1CC[C@@H]2C1",
  "elements": ["N", "C", "C", "C", "C", "C", "C", "C", "C", "C", "C", "C", "C", "C", "H", "H", "H", "H", "H", "H", "H", "H", "H", "H", "H", "H", "H", "H", "H", "H", "H", "H", "H"],
  "positions_angstrom": [[-0.806, -1.225, 0.824], [-2.517, -1.221, 2.701], [1.952, 0.843, -2.015], [0.052, -0.138, -3.081], [0.734, 1.826, -1.909], [-1.410, -0.176, 0.138], [1.270, -0.536, -2.160], [0.475, -0.802, -0.913], [-0.494, 0.903, -2.112], [-0.285, -2.321, 2.996], [-0.597, 0.076, -0.911], [-1.928, -3.326, 1.412], [-1.409, -1.977, 1.969], [0.386, -1.613, 0.178], [0.693, 2.304, -0.927], [-2.413, -3.922, 2.219], [-2.666, -3.129, 0.618], [2.587, 1.077, -2.853], [-1.443, 1.370, -2.452], [-2.178, -0.219, 2.997], [0.705, 2.589, -2.678], [-0.711, -2.784, 3.910], [-2.301, 0.322, 0.369], [0.438, -2.996, 2.525], [1.948, -1.340, -2.491], [1.020, -2.393, 0.462], [-1.115, -3.915, 1.035], [0.241, -1.389, 3.297], [-0.644, -1.019, -3.207], [2.497, 0.885, -1.087], [-3.408, -1.080, 2.095], [-2.829, -1.822, 3.561], [0.276, 0.276, -4.064]],
  "nbo_charge": [-0.35, -0.62, -0.40, -0.38, -0.40, -0.10, -0.25, -0.05, -0.26, -0.62, -0.05, -0.61, 0.15, -0.10, 0.21, 0.21, 0.22, 0.21, 0.22, 0.22, 0.20, 0.21, 0.21, 0.21, 0.22, 0.21, 0.21, 0.22, 0.21, 0.21, 0.21, 0.22, 0.20]
}

***

no.,LUMO (Eh)
1,0.02932
2,-0.18074
3,0.00318
4,0.00740
5,0.02498
6,0.00337
7,0.03058